1.
Formula: CH6BN
Source: the OMol25 dataset
Level of theory: ωB97M-V/def2-TZVPD

```
9
CH6BN (ωB97M-V/def2-TZVPD)
B 0.790 -1.248 0.816
C -1.156 0.350 0.115
N -0.125 -0.425 0.619
H 2.194 0.789 -1.399
H 1.274 -2.051 1.479
H -0.838 1.356 -0.078
H -1.708 -0.019 -0.702
H -1.859 0.559 0.896
H 1.428 0.690 -1.745
```

The energy above the lowest of the compared OMol25 structures with the same formula, charge and spin is 2.944 eV. Its charge is 0.

Computed natural (NBO) charges, given in elementary charges:
1. B 0.646
2. C -0.415
3. N -0.772
4. H 0.001
5. H -0.058
6. H 0.198
7. H 0.200
8. H 0.201
9. H -0.001

---

2.
Formula: CH6BNO
Source: the OMol25 dataset
Level of theory: ωB97M-V/def2-TZVPD

```
10
CH6BNO (ωB97M-V/def2-TZVPD)
B -0.041 0.247 0.053
C 1.453 -0.093 -0.253
N -2.224 -0.674 0.192
O -0.880 -0.845 -0.073
H -0.270 1.389 0.372
H 1.597 -1.129 -0.112
H 1.969 0.468 0.347
H 1.923 0.173 -1.196
H -2.732 -1.358 -0.420
H -2.314 0.389 0.084
```

The expectation value of S² is 2.005. The energy above the lowest of the compared OMol25 structures with the same formula, charge and spin is 3.906 eV. Its spin multiplicity is 3. Its charge is 0.

Computed natural (NBO) charges, given in elementary charges:
1. B 0.158
2. C -0.944
3. N -0.224
4. O -0.310
5. H -0.056
6. H 0.211
7. H 0.223
8. H 0.224
9. H 0.386
10. H 0.332

---

3.
Formula: CH6BNO6PS3
Source: the OMol25 dataset
Level of theory: ωB97M-V/def2-TZVPD

```
19
CH6BNO6PS3 (ωB97M-V/def2-TZVPD)
C 3.195 -0.927 0.557
O 1.930 -0.436 0.998
B 1.412 0.636 0.316
O 1.444 1.911 0.797
S 0.558 0.303 -1.337
O 1.236 -0.809 -1.979
O 0.399 1.521 -2.100
N -0.821 -0.243 -0.694
S -2.144 0.626 -0.736
O -2.087 1.877 -0.023
O -2.848 0.609 -2.001
P -3.307 -0.738 0.537
S -3.694 -0.130 2.344
H 3.482 -1.730 1.233
H 3.950 -0.138 0.590
H 3.111 -1.323 -0.456
H 1.194 1.940 1.729
H -4.428 -1.013 -0.264
H -2.580 -1.935 0.488
```

As for the calculated total energy: -2108.79134 hartree. Its charge is -1.

Computed natural (NBO) charges, given in elementary charges:
1. C -0.248
2. O -0.757
3. B 0.888
4. O -0.893
5. S 2.070
6. O -0.983
7. O -0.962
8. N -1.267
9. S 2.088
10. O -0.943
11. O -0.958
12. P 0.558
13. S -0.606
14. H 0.179
15. H 0.162
16. H 0.209
17. H 0.500
18. H -0.027
19. H -0.010

---

4.
Formula: CH6BrMnO2
Source: the OMol25 dataset
Level of theory: ωB97M-V/def2-TZVPD

```
11
CH6BrMnO2 (ωB97M-V/def2-TZVPD)
Mn -17.901 -14.731 -5.191
Br -19.295 -12.838 -4.102
C -23.256 -12.885 -3.489
O -22.534 -14.067 -3.879
H -22.708 -12.343 -2.718
H -23.549 -12.225 -4.306
H -24.279 -13.019 -3.136
H -21.665 -13.771 -4.161
O -17.055 -10.807 -3.058
H -17.821 -10.312 -2.770
H -17.406 -11.654 -3.334
```

The expectation value of S² is 8.760. The energy above the lowest of the compared OMol25 structures with the same formula, charge and spin is 0.005 eV. Its spin multiplicity is 6. Its charge is +1.

Computed natural (NBO) charges, given in elementary charges:
1. Mn 1.577
2. Br -0.561
3. C -0.274
4. O -0.723
5. H 0.164
6. H 0.171
7. H 0.204
8. H 0.450
9. O -0.929
10. H 0.473
11. H 0.447